[1]
One molecule with the formula C5H8N2OS in a non-equilibrium geometry. Source: the OMol25 dataset; level of theory: the ωB97M-V functional and the def2-TZVPD basis.

Values from the calculation:
Strongest force on any atom = 0.1017 hartree/bohr
Total charge = 0
HOMO energy (alpha / beta) = -7.277 / -7.490 eV
Gap between HOMO and LUMO (alpha / beta) = 7.0 / 7.3 eV
Relative energy (zero: lowest compared OMol25 entry of this formula, charge and spin) = 113.17 kcal/mol
Multiplicity = 1

Last column: natural (NBO) charge in e.
Positions of all 17 atoms, in Å:
C1 2.41 -1.24 -0.01  0.772
C2 0.31 0.56 -0.75  -0.518
C3 1.07 0.76 0.57  -0.232
C4 -3.09 -1.00 0.33  -0.623
C5 0.16 -0.94 -0.92  0.119
N1 2.28 -0.02 0.63  -0.636
N2 1.23 -1.69 -0.60  -0.647
O1 3.47 -1.84 0.05  -0.609
S1 -1.60 -1.64 0.09  0.270
H1 -0.77 1.06 -0.76  0.238
H2 0.83 0.95 -1.62  0.238
H3 1.28 1.72 0.81  0.204
H4 0.38 0.63 1.42  0.186
H5 -3.27 0.17 0.40  0.197
H6 -3.89 -1.59 0.51  0.196
H7 3.12 0.37 1.24  0.431
H8 1.11 -2.64 -0.63  0.414

[2]
A 2-piece molecular cluster, C28H39N3O2S overall in a non-equilibrium geometry. Source: the OMol25 dataset; level of theory: the ωB97M-V functional and the def2-TZVPD basis.

Values from the calculation:
Strongest force on any atom = 0.0542 hartree/bohr
Total charge = 0
HOMO energy = -5.688 eV
Gap between HOMO and LUMO = 6.0 eV
Relative energy (zero: lowest compared OMol25 entry of this formula, charge and spin) = 0.00 kcal/mol
Multiplicity = 1

Last column: Löwdin charge in e.
Positions of all 73 atoms, in Å:
C1 1.01 -3.83 0.70  -0.036
C2 1.33 -2.82 -0.39  -0.371
C3 2.35 -3.35 -1.37  -0.065
N1 1.91 -1.61 0.19  -0.049
N2 3.23 -1.54 0.29  0.114
N3 3.46 -0.41 1.00  -0.006
C4 4.90 -0.14 1.24  -0.372
C5 5.58 -0.07 -0.11  -0.052
C6 5.47 -1.29 2.06  -0.050
C7 2.31 0.21 1.36  -0.079
C8 2.32 1.53 2.14  -0.528
C9 0.89 2.02 2.41  -0.059
C10 3.03 2.61 1.32  -0.033
C11 3.01 1.35 3.50  -0.040
C12 1.25 -0.56 0.81  -0.219
C13 -0.12 -0.43 0.66  -0.024
H1 0.59 -4.74 0.25  0.086
H2 1.93 -4.10 1.23  0.085
H3 0.28 -3.42 1.41  0.081
H4 0.41 -2.52 -0.90  0.121
H5 2.00 -4.28 -1.82  0.086
H6 2.52 -2.62 -2.17  0.078
H7 3.31 -3.52 -0.86  0.072
H8 4.98 0.80 1.78  0.104
H9 6.66 0.05 0.02  0.087
H10 5.37 -0.99 -0.66  0.079
H11 5.20 0.78 -0.69  0.080
H12 6.55 -1.16 2.18  0.087
H13 5.01 -1.34 3.05  0.081
H14 5.28 -2.23 1.53  0.080
H15 0.34 1.29 3.02  0.094
H16 0.94 2.97 2.97  0.091
H17 0.35 2.20 1.48  0.081
H18 4.08 2.35 1.13  0.066
H19 2.52 2.74 0.35  0.086
H20 3.01 3.56 1.86  0.091
H21 4.05 1.03 3.41  0.063
H22 2.99 2.30 4.04  0.090
H23 2.47 0.60 4.10  0.096
H24 -0.60 0.42 1.13  0.035
H25 -0.68 -1.31 0.35  0.022
C14 -8.90 0.38 0.11  -0.056
C15 -7.55 -0.11 -0.32  -0.276
C16 -6.58 -0.40 0.65  -0.037
C17 -5.31 -0.84 0.28  -0.048
C18 -5.00 -0.98 -1.08  -0.286
S1 -3.35 -1.52 -1.55  0.671
C19 -2.47 -0.02 -1.67  -0.165
C20 -1.13 0.04 -1.80  -0.116
C21 -0.40 1.27 -2.09  -0.218
C22 0.93 1.22 -2.55  -0.030
C23 1.66 2.39 -2.74  -0.091
C24 1.06 3.64 -2.50  -0.096
C25 -0.27 3.70 -2.10  -0.082
C26 -1.01 2.53 -1.91  -0.025
O1 -2.82 -2.29 -0.44  -0.325
O2 -3.49 -2.14 -2.85  -0.314
C27 -5.97 -0.72 -2.05  -0.048
C28 -7.23 -0.28 -1.67  -0.035
H26 -9.54 0.56 -0.76  0.074
H27 -9.40 -0.35 0.76  0.085
H28 -8.82 1.31 0.68  0.085
H29 -6.83 -0.28 1.71  0.118
H30 -4.57 -1.07 1.04  0.117
H31 -3.13 0.86 -1.67  0.091
H32 -0.55 -0.88 -1.88  0.105
H33 1.37 0.24 -2.78  0.112
H34 2.70 2.33 -3.09  0.102
H35 1.64 4.55 -2.64  0.099
H36 -0.75 4.67 -1.93  0.103
H37 -2.06 2.57 -1.62  0.104
H38 -5.73 -0.85 -3.11  0.115
H39 -7.99 -0.06 -2.42  0.113

[3]
A 8-piece molecular cluster, C21H39N8O2 overall in a non-equilibrium geometry. Source: the OMol25 dataset; level of theory: the ωB97M-V functional and the def2-TZVPD basis.

Values from the calculation:
Strongest force on any atom = 0.2041 hartree/bohr
Total charge = +1
HOMO energy = -12.155 eV
Gap between HOMO and LUMO = 9.6 eV
Multiplicity = 1

Last column: natural (NBO) charge in e.
Positions of all 70 atoms, in Å:
C1 -1.38 -3.00 1.60  -0.691
C2 -1.25 -1.69 0.63  -0.084
O1 -0.01 -0.92 0.79  -0.588
C3 0.46 -0.90 2.18  -0.112
C4 1.65 0.27 2.28  -0.281
N1 1.18 1.65 1.87  -0.567
C5 0.68 2.49 3.06  0.082
O2 0.18 3.76 2.49  -0.555
C6 0.28 4.87 3.46  -0.093
C7 0.59 6.30 2.64  -0.657
H1 -1.56 -2.76 2.73  0.228
H2 -0.46 -3.74 1.42  0.244
H3 -2.34 -3.61 1.23  0.242
H4 -1.24 -2.11 -0.49  0.207
H5 -2.24 -1.07 0.73  0.186
H6 -0.41 -0.71 2.97  0.247
H7 1.02 -1.90 2.50  0.216
H8 2.50 -0.05 1.51  0.246
H9 2.14 0.23 3.37  0.245
H10 2.03 2.17 1.52  0.466
H11 0.50 1.66 1.08  0.467
H12 1.55 2.62 3.85  0.209
H13 -0.26 1.93 3.50  0.230
H14 1.12 4.72 4.27  0.184
H15 -0.77 5.02 3.95  0.205
H16 0.88 5.95 1.54  0.236
H17 1.42 6.94 3.14  0.232
H18 -0.41 6.94 2.55  0.234
C8 -5.13 0.23 2.90  -0.719
C9 -3.69 -0.05 3.28  0.356
N2 -2.49 -0.28 3.59  -0.427
H19 -5.23 0.27 1.81  0.266
H20 -5.78 -0.55 3.30  0.271
H21 -5.45 1.20 3.32  0.264
C10 2.78 -4.87 -0.58  -0.715
C11 1.92 -5.47 0.52  0.290
N3 1.21 -5.96 1.44  -0.366
H22 2.29 -3.98 -0.99  0.247
H23 3.76 -4.58 -0.18  0.271
H24 2.93 -5.60 -1.38  0.269
C12 -1.84 0.07 -3.30  -0.715
C13 -2.94 -0.76 -2.66  0.315
N4 -3.86 -1.45 -2.13  -0.391
H25 -1.74 1.02 -2.78  0.249
H26 -0.89 -0.47 -3.25  0.269
H27 -2.09 0.26 -4.35  0.271
C14 -1.95 1.09 -7.92  -0.715
C15 -0.95 0.66 -6.87  0.304
N5 -0.11 0.29 -5.99  -0.371
H28 -2.96 1.09 -7.50  0.257
H29 -1.71 2.10 -8.27  0.262
H30 -1.92 0.41 -8.78  0.267
C16 5.45 4.06 2.51  -0.720
C17 4.54 3.67 1.36  0.324
N6 3.78 3.35 0.41  -0.396
H31 6.48 4.17 2.16  0.275
H32 5.12 5.01 2.94  0.267
H33 5.42 3.29 3.29  0.258
C18 -6.50 -2.68 -3.71  -0.715
C19 -6.74 -3.50 -4.96  0.280
N7 -6.94 -4.18 -6.01  -0.340
H34 -6.64 -1.62 -3.92  0.249
H35 -7.19 -2.99 -2.92  0.252
H36 -5.47 -2.84 -3.35  0.271
C20 6.75 -2.21 -0.33  -0.711
C21 5.89 -3.26 -1.01  0.309
N8 5.18 -4.14 -1.58  -0.365
H37 7.71 -2.64 -0.04  0.266
H38 6.92 -1.37 -1.01  0.260
H39 6.24 -1.84 0.57  0.246

[4]
C19H18FeNO3S as an isolated structure in a non-equilibrium geometry. Source: the OMol25 dataset; level of theory: the ωB97M-V functional and the def2-TZVPD basis.

Values from the calculation:
Strongest force on any atom = 0.1543 hartree/bohr
Total charge = +1
HOMO energy (alpha / beta) = -8.502 / -11.930 eV
Gap between HOMO and LUMO (alpha / beta) = 5.5 / 7.1 eV
Multiplicity = 5

Last column: natural (NBO) charge in e.
Positions of all 43 atoms, in Å:
O1 1.34 -2.59 1.93  -0.456
C1 1.08 -1.47 1.72  0.510
Fe1 0.77 0.22 1.36  0.396
C2 2.01 0.85 2.49  0.482
O2 2.90 0.93 3.23  -0.416
C3 1.87 0.09 0.00  0.473
O3 2.85 -0.10 -0.60  -0.421
C4 -1.78 -0.15 2.88  -0.264
C5 -2.03 -0.91 1.56  -0.412
C6 -0.92 -0.61 0.56  -0.392
C7 -0.82 0.78 0.18  -0.275
C8 -0.83 1.65 1.29  -0.326
C9 -0.89 1.05 2.57  -0.411
H1 -1.15 -0.81 3.51  0.196
H2 -2.11 -1.99 1.77  0.220
H3 -3.00 -0.58 1.14  0.216
H4 -0.78 -1.38 -0.20  0.242
H5 -0.70 1.13 -0.84  0.256
H6 -0.69 2.74 1.20  0.251
H7 -0.64 1.65 3.45  0.209
C10 -4.22 0.74 6.11  -0.736
S1 -2.55 0.61 5.39  0.832
C11 -2.22 -1.11 6.00  -0.721
C12 -3.04 0.12 3.68  -0.297
C13 -4.03 1.09 3.06  -0.068
C14 -4.90 0.59 2.09  -0.200
C15 -5.79 1.43 1.43  -0.140
C16 -5.82 2.79 1.76  -0.150
C17 -6.68 3.68 1.03  0.248
N1 -7.36 4.41 0.41  -0.242
C18 -4.97 3.29 2.76  -0.161
C19 -4.07 2.44 3.40  -0.173
H8 -4.71 1.64 5.74  0.273
H9 -4.82 -0.15 5.90  0.251
H10 -4.06 0.84 7.19  0.260
H11 -1.41 -1.56 5.43  0.263
H12 -1.91 -0.98 7.04  0.261
H13 -3.13 -1.72 5.95  0.249
H14 -3.58 -0.82 3.85  0.241
H15 -4.91 -0.49 1.87  0.230
H16 -6.45 1.04 0.66  0.249
H17 -5.01 4.35 3.04  0.246
H18 -3.39 2.84 4.17  0.207

Look up the total charge of the first one. 0